Density functional theory data (wB97M-V/def2-TZVPD) for a molecular structure, C9H19AlIN2.

Last column: natural (NBO) charge in e.
Cartesian coordinates (Å):
1 C -1.8252 0.2865 2.8515  -1.260
2 Al -0.6985 0.4461 1.2437  1.097
3 I 0.8120 -1.7757 1.1150  -0.619
4 H -2.8518 -0.0235 2.6390  0.229
5 H -1.3949 -0.4296 3.5563  0.221
6 H -1.8761 1.2500 3.3686  0.212
7 H -1.4437 0.4376 -0.2014  -0.451
8 H 0.3932 1.6448 1.3046  -0.415
9 C -4.9779 -2.4773 -2.5911  -0.612
10 C -4.4615 -1.0631 -2.8147  -0.380
11 C -3.4998 -0.6120 -1.7137  -0.519
12 C -4.1489 -0.5526 -0.4010  0.316
13 N -4.6963 -0.5321 0.6091  -0.362
14 H -5.5343 -2.5395 -1.6545  0.217
15 H -5.6358 -2.7970 -3.4005  0.203
16 H -4.1493 -3.1859 -2.5292  0.205
17 H -5.2973 -0.3609 -2.8661  0.199
18 H -3.9319 -0.9946 -3.7675  0.201
19 H -3.0670 0.3693 -1.9031  0.266
20 H -2.6526 -1.2940 -1.6143  0.261
21 C 6.2726 1.6709 0.2305  -0.612
22 C 5.3837 0.4849 0.5736  -0.377
23 C 3.9077 0.8721 0.7332  -0.527
24 C 3.7287 1.8145 1.8383  0.311
25 N 3.5879 2.5576 2.7028  -0.361
26 H 6.2415 2.4202 1.0234  0.215
27 H 7.3108 1.3658 0.0920  0.203
28 H 5.9383 2.1520 -0.6918  0.199
29 H 5.7206 0.0149 1.5002  0.203
30 H 5.4432 -0.2778 -0.2054  0.204
31 H 3.2866 -0.0141 0.8818  0.292
32 H 3.5413 1.3500 -0.1786  0.241

Summary:
Total charge   -1
E_tot   -1004.0646 Eh
Relative energy (zero: lowest compared OMol25 entry of this formula, charge and spin)   0.0 kJ/mol
Gap between HOMO and LUMO   7.915 eV

Density functional theory data (wB97M-V/def2-TZVPD) for a molecular structure, C9H19B2IN4O4.

Last column: natural (NBO) charge in e.
Cartesian coordinates (Å):
1 C 2.3630 -0.0854 3.4447  -0.161
2 C 1.8718 0.2867 2.4257  0.109
3 N 1.3102 0.3275 1.1612  -0.640
4 B 2.3075 0.4907 0.0234  1.271
5 O 3.6283 0.2254 0.3667  -0.891
6 N 2.0213 0.9418 -1.3113  -0.774
7 C 2.3506 -0.2369 -2.1914  -0.475
8 C 2.8691 2.0792 -1.7133  -0.403
9 C -0.0161 0.2017 1.1080  0.774
10 N -0.6724 0.0335 2.3223  -0.342
11 O -0.9508 1.2095 3.0624  -0.504
12 N -0.6853 0.1750 -0.0757  -0.711
13 C -0.8750 -1.2237 -0.6106  -0.323
14 C -1.8155 -2.1013 0.1880  -0.249
15 C -1.6705 -3.4035 0.0940  -0.369
16 B -1.8733 1.0148 -0.1167  1.277
17 O -1.9748 2.2290 0.5601  -0.942
18 O -2.9362 0.6256 -0.8945  -0.720
19 C -4.1635 0.5445 -0.1512  -0.247
20 H 2.8111 -0.3318 4.3765  0.254
21 H 3.6606 -0.6667 0.7382  0.501
22 H 1.4281 -0.6311 -2.7338  0.247
23 H 3.1066 0.0323 -2.9386  0.201
24 H 2.7568 -1.0938 -1.6224  0.165
25 H 3.9351 1.8029 -1.7221  0.184
26 H 2.6828 2.9728 -1.1097  0.192
27 H 2.6118 2.3138 -2.7525  0.213
28 H -1.5375 -0.4807 2.2124  0.395
29 H -0.2775 1.8585 2.8245  0.475
30 H 0.1162 -1.6807 -0.6699  0.209
31 H -1.2111 -1.0923 -1.7180  0.307
32 H -2.5980 -1.7069 0.8384  0.184
33 H -2.2790 -4.0852 0.6774  0.204
34 H -0.8919 -3.7893 -0.5592  0.210
35 H -1.5649 2.9465 0.0660  0.513
36 H -4.7456 -0.2660 -0.5964  0.203
37 H -4.7047 1.4869 -0.2792  0.193
38 H -4.0210 0.3319 0.9158  0.161
39 I -0.3660 -1.2552 -3.6393  -0.693

Summary:
E_tot   -1221.6119 Eh
Gap between HOMO and LUMO   4.520 eV

Density functional theory data (wB97M-V/def2-TZVPD) for C9H19BN2O3 in the gas phase.

Last column: natural (NBO) charge in e.
Cartesian coordinates (Å):
1 C -0.9433 -3.7425 0.4735  -0.610
2 C -1.6089 -2.3821 0.1906  -0.205
3 C -2.5397 -1.9503 1.3182  -0.634
4 C -0.4624 -1.3282 0.0497  -0.131
5 N 0.1603 -1.1395 1.3737  -0.828
6 C -0.9521 0.0249 -0.4896  0.672
7 O -2.1573 0.2308 -0.5560  -0.635
8 N -0.0345 1.0107 -0.8728  -0.435
9 C -0.4730 2.3203 -1.4283  -0.210
10 C 0.7934 3.1557 -1.6048  -0.414
11 C 1.9639 2.1563 -1.4968  -0.401
12 C 1.4481 0.9296 -0.7969  -0.407
13 B 1.7549 1.2799 0.7489  1.117
14 O 2.7571 0.5361 1.4173  -0.908
15 O 1.0218 2.3075 1.3389  -0.891
16 H -0.2806 -4.0493 -0.3471  0.199
17 H -1.7057 -4.5063 0.6119  0.207
18 H -0.3531 -3.6515 1.3819  0.221
19 H -2.1181 -2.4357 -0.7941  0.213
20 H -3.3804 -2.6376 1.4039  0.208
21 H -2.0201 -1.9533 2.2771  0.202
22 H -3.0097 -0.9905 1.1162  0.245
23 H 0.3247 -1.7468 -0.6251  0.198
24 H -0.4150 -0.5357 1.9648  0.360
25 H 1.0457 -0.6236 1.3008  0.363
26 H -1.1736 2.7887 -0.7355  0.217
27 H -0.9708 2.1721 -2.3534  0.199
28 H 0.7701 3.7367 -2.5549  0.221
29 H 0.8826 3.8944 -0.7876  0.219
30 H 2.7582 2.6208 -0.8942  0.208
31 H 2.4409 1.9607 -2.4608  0.217
32 H 1.8309 0.0139 -1.2456  0.223
33 H 3.3468 0.1125 0.8045  0.498
34 H 1.2989 2.4215 2.2719  0.502

Summary:
E_tot   -714.5215 Eh
Relative energy (zero: lowest compared OMol25 entry of this formula, charge and spin)   29.1 kJ/mol
Structure (SMILES)   CC(C)[C@H](N)C(=O)N1CCC[C@H]1B(O)O
Gap between HOMO and LUMO   8.883 eV

Density functional theory data (wB97M-V/def2-TZVPD) for a molecular structure, C9H19Br2N2.

Last column: natural (NBO) charge in e.
Cartesian coordinates (Å):
1 C -0.0508 0.6980 -1.6982  -0.229
2 C -1.1295 -0.2842 -0.9558  -0.207
3 C 1.7964 -0.1829 -0.5419  0.108
4 C 0.0831 2.2793 1.0148  -0.640
5 C 1.2445 3.2769 -1.0376  -0.611
6 C 0.1300 -2.9396 1.3116  -0.632
7 C -2.3293 -2.2436 1.0923  -0.627
8 C 1.1844 2.0812 -0.0554  -0.047
9 C -0.8575 -1.8418 0.9574  -0.038
10 N 1.0222 0.8388 -0.7676  -0.381
11 N -0.4976 -1.3949 -0.3763  -0.611
12 Br 2.8144 -0.1986 0.9619  0.279
13 Br 2.3451 -1.2952 -1.9692  0.214
14 H 0.2747 0.1655 -2.5503  0.229
15 H -0.4840 1.6296 -1.8423  0.231
16 H -1.7010 0.3563 -0.2794  0.226
17 H -1.7014 -0.5392 -1.8025  0.217
18 H -0.5677 3.0087 0.6231  0.229
19 H -0.2784 1.2731 1.3378  0.219
20 H 0.4255 2.7425 1.9157  0.248
21 H 1.5493 4.1915 -0.5106  0.250
22 H 0.3491 3.4656 -1.5636  0.214
23 H 2.0992 2.9685 -1.7629  0.222
24 H -0.1117 -3.9163 0.8719  0.225
25 H 1.1153 -2.6004 0.9596  0.210
26 H 0.0476 -3.2432 2.3961  0.243
27 H -2.3746 -2.7585 1.9699  0.221
28 H -2.6105 -2.9830 0.2934  0.216
29 H -3.1939 -1.4318 1.0130  0.226
30 H 2.1740 1.9910 0.3154  0.219
31 H -0.6175 -0.9480 1.6391  0.180
32 H -0.1495 -2.1652 -0.9595  0.402

Summary:
Total charge   +1
E_tot   -5611.5460 Eh
Relative energy (zero: lowest compared OMol25 entry of this formula, charge and spin)   0.0 kJ/mol
Gap between HOMO and LUMO   8.246 eV

Density functional theory data (wB97M-V/def2-TZVPD) for 2 unconnected molecules or ions with the total composition C9H19BrNO.

Last column: Mulliken spin population.
Cartesian coordinates (Å):
1 Br -2.3887 -2.2123 3.6344  0.928
2 C 2.1205 -0.0462 0.5121  0.008
3 C 0.6704 0.2782 0.9383  0.004
4 C 0.3799 1.7140 0.6107  -0.001
5 C 0.1446 1.8936 -0.8442  0.002
6 C -0.9322 0.9840 -1.3905  0.001
7 C -0.7427 -0.4871 -1.0599  -0.006
8 N -0.3619 -0.5636 0.3364  0.056
9 O -0.4010 -1.8058 0.9309  0.023
10 C -2.0219 -1.2101 -1.3256  0.003
11 C 0.4017 -1.0145 -1.9641  0.005
12 C 0.6682 0.1970 2.5127  0.000
13 H 2.3703 -0.9776 1.0203  -0.001
14 H 2.7690 0.6270 1.0727  0.000
15 H 2.2514 -0.0119 -0.5694  -0.001
16 H -0.4750 2.0297 1.2085  0.000
17 H 1.1050 2.4183 1.0184  0.000
18 H 1.0701 1.8036 -1.4130  0.000
19 H -0.2703 2.8953 -0.9571  0.000
20 H -0.8572 1.0779 -2.4738  0.000
21 H -1.9437 1.3694 -1.2617  0.000
22 H -2.8196 -0.9121 -0.6452  -0.001
23 H -2.1707 -1.0056 -2.3859  0.001
24 H -1.8477 -2.2848 -1.2737  0.000
25 H 1.1985 -0.3204 -2.2314  0.000
26 H 0.9247 -1.8050 -1.4259  -0.001
27 H 0.1502 -1.4081 -2.9490  0.001
28 H -0.3698 0.3132 2.8245  -0.001
29 H 1.3755 0.8924 2.9648  0.001
30 H 0.9974 -0.7617 2.9134  0.002
31 H -0.9948 -1.6669 1.6723  -0.025

Summary:
2S+1   2
<S²>   0.75
E_tot   -3058.2101 Eh
Relative energy (zero: lowest compared OMol25 entry of this formula, charge and spin)   0.0 kJ/mol
Gap between HOMO and LUMO (alpha / beta)   9.126 / 3.942 eV

Density functional theory data (wB97M-V/def2-TZVPD) for a molecular structure, C9H19F4N3O9RbS4.

Last column: natural (NBO) charge in e.
Cartesian coordinates (Å):
1 Rb -0.6807 -1.5591 -2.1092  0.971
2 N -4.3642 -4.1629 0.4656  -1.018
3 S -4.9717 -2.8239 1.0911  2.369
4 O -4.6009 -1.5766 0.4315  -0.943
5 O -5.2927 -2.7088 2.4975  -0.902
6 F -6.4105 -3.0272 0.4110  -0.525
7 S -2.7974 -3.7376 1.0166  2.376
8 O -2.5666 -3.6748 2.4347  -0.889
9 O -2.1101 -2.7821 0.1797  -0.960
10 F -2.1181 -5.1494 0.7251  -0.498
11 N 1.4630 -3.2980 -1.4500  -1.158
12 S 1.7346 -3.1804 0.2298  2.425
13 O 1.7445 -1.8435 0.7367  -0.915
14 O 2.6204 -4.1659 0.8000  -0.893
15 F 0.2970 -3.7017 0.6756  -0.488
16 S 2.9284 -2.9736 -1.9100  2.427
17 O 3.7148 -3.9913 -2.5134  -0.895
18 O 3.6309 -1.8639 -1.2913  -0.925
19 F 2.5483 -2.0127 -3.1681  -0.561
20 C -1.6288 0.3475 0.6810  -0.611
21 C -0.6441 1.5209 0.5230  0.121
22 C 0.2211 1.4829 1.7771  -0.409
23 C 1.4469 2.3974 1.8065  -0.394
24 C 2.2983 2.0107 0.5770  -0.408
25 C 1.5356 2.0293 -0.7843  0.117
26 N 0.1917 1.4027 -0.7028  -0.199
27 O -0.4909 1.3540 -1.9031  -0.600
28 C 1.4542 3.4937 -1.2919  -0.656
29 C 2.3815 1.1849 -1.7427  -0.610
30 C -1.4397 2.8287 0.4400  -0.644
31 H -2.2163 0.4681 -0.2355  0.200
32 H -2.3286 0.4474 1.5063  0.235
33 H -1.0828 -0.5915 0.7318  0.231
34 H -0.3923 1.5893 2.6729  0.214
35 H 0.6257 0.4654 1.7835  0.227
36 H 1.9407 2.2746 2.7684  0.216
37 H 1.1880 3.4482 1.6430  0.179
38 H 2.7784 1.0420 0.7136  0.233
39 H 3.0195 2.8250 0.6860  0.208
40 H 2.2981 4.0514 -0.8829  0.216
41 H 1.4701 3.5498 -2.3798  0.208
42 H 0.5937 4.0249 -0.8847  0.206
43 H 3.4128 1.4422 -1.4943  0.213
44 H 2.2588 0.1322 -1.4921  0.245
45 H 2.1615 1.3194 -2.8007  0.200
46 H -0.8430 3.7328 0.5414  0.200
47 H -2.2426 2.8066 1.1813  0.219
48 H -2.0007 2.9013 -0.4982  0.194
49 H -0.7362 2.2515 -2.1926  0.450

Summary:
Total charge   -1
E_tot   -3212.0733 Eh
Relative energy (zero: lowest compared OMol25 entry of this formula, charge and spin)   167.1 kJ/mol
Gap between HOMO and LUMO   8.176 eV

What did the fourth record say?
Density functional theory data (wB97M-V/def2-TZVPD) for a molecular structure, C9H19Br2N2.

Last column: natural (NBO) charge in e.
Cartesian coordinates (Å):
1 C -0.0508 0.6980 -1.6982  -0.229
2 C -1.1295 -0.2842 -0.9558  -0.207
3 C 1.7964 -0.1829 -0.5419  0.108
4 C 0.0831 2.2793 1.0148  -0.640
5 C 1.2445 3.2769 -1.0376  -0.611
6 C 0.1300 -2.9396 1.3116  -0.632
7 C -2.3293 -2.2436 1.0923  -0.627
8 C 1.1844 2.0812 -0.0554  -0.047
9 C -0.8575 -1.8418 0.9574  -0.038
10 N 1.0222 0.8388 -0.7676  -0.381
11 N -0.4976 -1.3949 -0.3763  -0.611
12 Br 2.8144 -0.1986 0.9619  0.279
13 Br 2.3451 -1.2952 -1.9692  0.214
14 H 0.2747 0.1655 -2.5503  0.229
15 H -0.4840 1.6296 -1.8423  0.231
16 H -1.7010 0.3563 -0.2794  0.226
17 H -1.7014 -0.5392 -1.8025  0.217
18 H -0.5677 3.0087 0.6231  0.229
19 H -0.2784 1.2731 1.3378  0.219
20 H 0.4255 2.7425 1.9157  0.248
21 H 1.5493 4.1915 -0.5106  0.250
22 H 0.3491 3.4656 -1.5636  0.214
23 H 2.0992 2.9685 -1.7629  0.222
24 H -0.1117 -3.9163 0.8719  0.225
25 H 1.1153 -2.6004 0.9596  0.210
26 H 0.0476 -3.2432 2.3961  0.243
27 H -2.3746 -2.7585 1.9699  0.221
28 H -2.6105 -2.9830 0.2934  0.216
29 H -3.1939 -1.4318 1.0130  0.226
30 H 2.1740 1.9910 0.3154  0.219
31 H -0.6175 -0.9480 1.6391  0.180
32 H -0.1495 -2.1652 -0.9595  0.402

Summary:
Total charge   +1
E_tot   -5611.5460 Eh
Relative energy (zero: lowest compared OMol25 entry of this formula, charge and spin)   0.0 kJ/mol
Gap between HOMO and LUMO   8.246 eV